--- P ---
ORCA calculation (the ωB97M-V functional and the def2-TZVPD basis) on a 2-piece molecular cluster, H4O2 overall.

Summary:
Kohn-Sham gap = 11.5 eV
M = 36.03 g/mol
E_HOMO = -10.89 eV
LUMO energy = 0.62 eV

Cartesian coordinates (Å):
O 1.078 0.010 0.063
H 1.994 0.363 0.025
H 1.199 -0.859 -0.318
O -1.707 -0.120 0.028
H -1.730 0.833 -0.225
H -0.834 -0.227 0.428

--- Q ---
ORCA calculation (the ωB97M-V functional and the def2-TZVPD basis) on a 2-piece molecular cluster, H4O2 overall.

Summary:
Kohn-Sham gap = 11.8 eV
M = 36.03 g/mol
E_HOMO = -11.15 eV
LUMO energy = 0.70 eV

Cartesian coordinates (Å):
O 1.280 0.042 -0.083
H 0.958 0.270 0.780
H 2.201 -0.312 0.002
O -1.427 -0.079 0.025
H -1.411 0.850 -0.242
H -0.572 -0.519 -0.076

Structures ranked by computed energy, the most stable listed first: P, Q.

--- P ---
ORCA calculation (the ωB97M-V functional and the def2-TZVPD basis) on a 2-piece molecular cluster, H4O2 overall.

Summary:
Kohn-Sham gap = 12.3 eV
M = 36.03 g/mol
E_HOMO = -11.40 eV
LUMO energy = 0.88 eV

Cartesian coordinates (Å):
O -1.818 0.136 0.041
H -2.480 -0.414 -0.404
H -1.026 -0.296 -0.163
O 1.669 -0.018 -0.142
H 2.010 -0.363 0.720
H 1.644 0.955 -0.051

--- Q ---
ORCA calculation (the ωB97M-V functional and the def2-TZVPD basis) on a 2-piece molecular cluster, H4O2 overall.

Summary:
Kohn-Sham gap = 12.3 eV
M = 36.03 g/mol
E_HOMO = -11.55 eV
LUMO energy = 0.72 eV

Cartesian coordinates (Å):
O -1.743 -0.302 -0.166
H -2.538 0.036 0.322
H -1.150 0.350 -0.436
O 1.865 -0.325 -0.170
H 2.409 0.524 -0.072
H 1.157 -0.283 0.523

Structures ranked by computed energy, the most stable listed first: P, Q.

--- P ---
ORCA calculation (the ωB97M-V functional and the def2-TZVPD basis) on a 2-piece molecular cluster, H4O2 overall.

Summary:
Kohn-Sham gap = 10.9 eV
M = 36.03 g/mol
E_HOMO = -10.43 eV
LUMO energy = 0.49 eV

Cartesian coordinates (Å):
O 1.240 0.094 1.068
H 0.953 1.003 1.265
H 0.536 -0.043 0.342
O -0.594 -0.316 -0.758
H -0.851 -1.087 -1.263
H -1.284 0.349 -0.655

--- Q ---
ORCA calculation (the ωB97M-V functional and the def2-TZVPD basis) on a 2-piece molecular cluster, H4O2 overall.

Summary:
Kohn-Sham gap = 11.5 eV
M = 36.03 g/mol
E_HOMO = -10.74 eV
LUMO energy = 0.72 eV

Cartesian coordinates (Å):
O 0.093 -0.242 -1.274
H 1.006 0.070 -1.338
H 0.031 -1.190 -1.251
O -0.739 0.492 1.287
H -0.074 0.842 0.554
H -0.317 0.027 2.022

--- R ---
ORCA calculation (the ωB97M-V functional and the def2-TZVPD basis) on a 2-piece molecular cluster, H4O2 overall.

Summary:
Kohn-Sham gap = 11.6 eV
M = 36.03 g/mol
E_HOMO = -10.57 eV
LUMO energy = 1.01 eV

Cartesian coordinates (Å):
O -0.673 -15.064 10.214
H -0.949 -15.711 9.564
H 0.257 -14.928 10.038
O -2.434 -15.864 9.840
H -2.982 -16.597 10.119
H -2.649 -15.158 10.449

--- S ---
ORCA calculation (the ωB97M-V functional and the def2-TZVPD basis) on a 2-piece molecular cluster, H4O2 overall.

Summary:
Kohn-Sham gap = 11.4 eV
M = 36.03 g/mol
E_HOMO = -10.81 eV
LUMO energy = 0.59 eV

Cartesian coordinates (Å):
O -0.666 -1.530 -0.636
H 0.000 -1.630 -1.321
H -0.475 -0.673 -0.229
O 0.213 0.984 0.538
H 0.967 1.507 0.254
H -0.039 1.342 1.394

Structures ranked by computed energy, the most stable listed first: S, P, Q, R.

--- P ---
ORCA calculation (the ωB97M-V functional and the def2-TZVPD basis) on a 2-piece molecular cluster, H4O2 overall.

Summary:
Kohn-Sham gap = 12.0 eV
M = 36.03 g/mol
E_HOMO = -11.33 eV
LUMO energy = 0.65 eV

Cartesian coordinates (Å):
O -1.678 -0.027 -0.256
H -1.911 -0.778 0.362
H -0.938 0.321 0.224
O 1.332 -0.197 -0.134
H 2.193 0.056 -0.491
H 1.002 0.625 0.295

--- Q ---
ORCA calculation (the ωB97M-V functional and the def2-TZVPD basis) on a 2-piece molecular cluster, H4O2 overall.

Summary:
Kohn-Sham gap = 12.0 eV
M = 36.03 g/mol
E_HOMO = -11.34 eV
LUMO energy = 0.64 eV

Cartesian coordinates (Å):
O -21.723 11.586 0.605
H -22.070 10.745 0.923
H -20.941 11.349 0.093
O -21.522 14.296 -1.558
H -20.896 14.301 -0.826
H -22.059 13.508 -1.410

Structures ranked by computed energy, the most stable listed first: Q, P.

--- P ---
ORCA calculation (the ωB97M-V functional and the def2-TZVPD basis) on a 2-piece molecular cluster, H4O2 overall.

Summary:
Kohn-Sham gap = 12.2 eV
M = 36.03 g/mol
E_HOMO = -11.60 eV
LUMO energy = 0.59 eV

Cartesian coordinates (Å):
O 1.933 -0.084 -0.105
H 2.401 -0.042 0.747
H 1.484 0.807 -0.089
O -1.918 -0.126 0.017
H -2.727 0.381 -0.186
H -1.277 0.535 0.226

--- Q ---
ORCA calculation (the ωB97M-V functional and the def2-TZVPD basis) on a 2-piece molecular cluster, H4O2 overall.

Summary:
Kohn-Sham gap = 11.9 eV
M = 36.03 g/mol
E_HOMO = -11.09 eV
LUMO energy = 0.85 eV

Cartesian coordinates (Å):
O 1.951 -0.142 -0.134
H 1.223 -0.445 0.480
H 2.233 0.739 0.131
O -1.489 -0.057 -0.012
H -1.968 -0.861 -0.237
H -1.951 0.765 -0.228

--- R ---
ORCA calculation (the ωB97M-V functional and the def2-TZVPD basis) on a 2-piece molecular cluster, H4O2 overall.

Summary:
Kohn-Sham gap = 11.8 eV
M = 36.03 g/mol
E_HOMO = -11.20 eV
LUMO energy = 0.59 eV

Cartesian coordinates (Å):
O 1.728 0.093 0.063
H 1.840 -0.697 -0.565
H 0.775 -0.009 0.181
O -1.604 -0.094 -0.081
H -1.869 -0.284 0.796
H -1.738 0.995 -0.275

Structures ranked by computed energy, the most stable listed first: Q, P, R.

--- P ---
ORCA calculation (the ωB97M-V functional and the def2-TZVPD basis) on a 2-piece molecular cluster, H4O2 overall.

Summary:
Kohn-Sham gap = 12.3 eV
M = 36.03 g/mol
E_HOMO = -11.66 eV
LUMO energy = 0.65 eV

Cartesian coordinates (Å):
O -0.619 -0.842 -3.445
H -1.431 -1.148 -3.048
H 0.032 -0.677 -2.744
O 0.957 0.641 3.307
H -0.003 0.793 3.382
H 1.064 1.232 2.548

--- Q ---
ORCA calculation (the ωB97M-V functional and the def2-TZVPD basis) on a 2-piece molecular cluster, H4O2 overall.

Summary:
Kohn-Sham gap = 11.7 eV
M = 36.03 g/mol
E_HOMO = -11.14 eV
LUMO energy = 0.59 eV

Cartesian coordinates (Å):
O -1.109 -0.059 0.805
H -0.703 -0.661 1.477
H -1.019 0.835 1.212
O 1.067 0.124 -1.505
H 1.522 -0.550 -0.917
H 0.242 0.311 -1.073

Structures ranked by computed energy, the most stable listed first: Q, P.

--- P ---
ORCA calculation (the ωB97M-V functional and the def2-TZVPD basis) on a single CH3NO molecule.

Summary:
Kohn-Sham gap = 11.0 eV
M = 45.04 g/mol
E_HOMO = -10.12 eV
LUMO energy = 0.88 eV

Cartesian coordinates (Å):
N -0.817 -0.626 0.466
C 0.204 -0.128 -0.278
O 0.803 0.968 -0.304
H -1.149 -0.106 1.275
H -1.215 -1.518 0.515
H 0.438 -0.969 -0.949

--- Q ---
ORCA calculation (the ωB97M-V functional and the def2-TZVPD basis) on a single CH3NO molecule.

Summary:
Kohn-Sham gap = 11.0 eV
M = 45.04 g/mol
E_HOMO = -10.14 eV
LUMO energy = 0.89 eV

Cartesian coordinates (Å):
N -0.799 0.221 0.684
C 0.048 -0.388 -0.202
O 0.863 0.200 -0.750
H -0.328 1.064 1.289
H -1.229 -0.419 1.508
H -0.047 -1.466 -0.373

--- R ---
ORCA calculation (the ωB97M-V functional and the def2-TZVPD basis) on a single CH3NO molecule.

Summary:
Kohn-Sham gap = 11.2 eV
M = 45.04 g/mol
E_HOMO = -10.20 eV
LUMO energy = 1.00 eV

Cartesian coordinates (Å):
C -0.796 -0.119 -0.011
N 0.306 -0.855 -0.045
O 1.523 -0.216 0.031
H -0.686 0.961 -0.040
H -1.736 -0.535 0.157
H 1.389 0.764 -0.092

Structures ranked by computed energy, the most stable listed first: P, Q, R.

--- P ---
ORCA calculation (the ωB97M-V functional and the def2-TZVPD basis) on an isolated ion of composition C5H9N and charge +1.

Summary:
<S²> = 0.768
Kohn-Sham gap (spin up / spin down) = 10.1 / 8.7 eV
M = 83.13 g/mol
E_HOMO (spin up / spin down) = -15.10 / -16.24 eV
LUMO energy (spin up / spin down) = -4.96 / -7.57 eV
2S+1 = 2
net charge = +1

Cartesian coordinates (Å):
C -1.152 -1.239 -0.503
C -0.854 0.272 -0.606
C 0.138 0.796 0.372
C 0.332 2.163 0.512
C 1.688 -0.962 0.647
N 0.938 -0.037 1.044
H -1.258 -1.576 0.534
H -2.139 -1.396 -0.929
H -0.444 -1.927 -0.965
H -1.815 0.774 -0.479
H -0.461 0.365 -1.619
H -0.172 2.818 -0.184
H 1.011 2.685 1.180
H 2.107 -1.684 1.352
H 2.081 -1.053 -0.356

--- Q ---
ORCA calculation (the ωB97M-V functional and the def2-TZVPD basis) on an isolated ion of composition C5H9N and charge +1.

Summary:
<S²> = 0.756
Kohn-Sham gap (spin up / spin down) = 5.3 / 8.0 eV
M = 83.13 g/mol
E_HOMO (spin up / spin down) = -12.49 / -15.11 eV
LUMO energy (spin up / spin down) = -7.19 / -7.11 eV
2S+1 = 2
net charge = +1

Cartesian coordinates (Å):
C 2.573 0.387 0.510
C 1.222 -0.300 0.396
C 0.049 0.195 -0.552
C -1.051 -0.812 -0.711
N -2.279 -0.475 -0.405
C -2.648 0.388 0.508
H 3.142 0.585 -0.392
H 2.668 1.015 1.382
H 1.837 -0.920 -0.283
H -0.286 1.200 -0.331
H 0.752 -1.014 1.082
H 0.565 0.091 -1.516
H -0.911 -1.554 -1.492
H -1.960 0.461 1.341
H -3.674 0.753 0.464

--- R ---
ORCA calculation (the ωB97M-V functional and the def2-TZVPD basis) on an isolated ion of composition C5H9N and charge +1.

Summary:
<S²> = 0.778
Kohn-Sham gap (spin up / spin down) = 9.4 / 8.6 eV
M = 83.13 g/mol
E_HOMO (spin up / spin down) = -13.79 / -15.55 eV
LUMO energy (spin up / spin down) = -4.44 / -7.00 eV
2S+1 = 2
net charge = +1

Cartesian coordinates (Å):
N 1.133 -1.128 0.738
C 0.869 -0.100 -0.082
C -0.479 0.184 -0.424
C -1.571 -0.239 0.377
C -2.720 0.452 0.544
C 1.956 0.379 -1.004
H 2.119 -1.169 0.993
H 0.600 -1.163 1.604
H -0.725 0.985 -1.114
H -1.374 -1.164 0.908
H -3.513 0.013 1.100
H -2.864 1.373 -0.011
H 2.502 1.188 -0.513
H 1.441 0.818 -1.854
H 2.627 -0.431 -1.263

Structures ranked by computed energy, the most stable listed first: R, P, Q.